No. 1
Density functional theory data (ωB97M-V with the def2-TZVPD basis set) for a 2-piece molecular cluster, C7H13N5 overall.

Results
Gap between HOMO and LUMO (alpha / beta): 0.286 / 0.239 hartree
Total energy: -547.6010 Ha
Lowest unoccupied orbital energy (alpha / beta): -7.794 / -8.327 eV
Net charge: +2

Geometry (Å):
C 2.00539 1.52248 -0.77823
C 1.34483 3.62306 -0.49691
C 0.91806 1.53114 0.13810
C -0.15534 -3.51485 -0.38028
C -1.12567 -1.28008 -0.81260
C -0.69180 0.54744 1.94697
C 0.30665 0.39487 0.80722
N 0.54573 2.83990 0.32382
N 2.21749 2.81719 -1.05843
N -1.01002 -4.41272 0.32198
N -1.88703 -0.51264 -1.56948
N -0.61576 -2.42310 -0.82868
H 2.74122 0.70700 -0.96006
H 1.34710 4.62554 -0.54358
H 0.72573 -4.05502 -0.53243
H -0.37425 1.37935 2.51326
H -0.77126 -0.38049 2.46922
H -1.69454 0.81480 1.67380
H 0.78649 -0.47694 0.70833
H 3.17069 3.01641 -1.41457
H -0.77134 -5.41889 0.40791
H -2.01921 -4.04940 0.36528
H -1.99954 0.43042 -1.21497
H -2.74800 -0.83543 -2.03549
H -0.24562 3.10995 0.94982

No. 2
Density functional theory data (ωB97M-V with the def2-TZVPD basis set) for one molecule with the formula C5H10O.

Results
Gap between HOMO and LUMO: 0.382 hartree
Total energy: -271.6399 Ha
Lowest unoccupied orbital energy: 0.910 eV
Net charge: 0
SMILES: C[C@@H]1[C@H](C)[C@@H]1O

Geometry (Å):
C -1.12003 -0.75345 -1.20203
C -0.99061 -0.52933 0.28696
C 0.32430 -0.30131 1.00877
C 1.66160 -0.26184 0.30170
C -0.60714 0.86923 0.72835
O -0.14447 1.83685 -0.45791
H -0.49468 -0.04257 -1.74361
H -2.15849 -0.56736 -1.49749
H -0.85550 -1.77306 -1.49741
H -1.70725 -1.12113 0.87276
H 0.38209 -0.76260 2.00217
H 2.34963 0.38249 0.86333
H 2.11945 -1.25206 0.22363
H 1.55398 0.15022 -0.70305
H -0.97374 1.86741 0.92645
H 0.66088 2.25853 -0.11262

No. 3
Density functional theory data (ωB97M-V with the def2-TZVPD basis set) for one molecule with the formula C21H16Cl2F3N3O.

Results
Gap between HOMO and LUMO: 0.310 hartree
Total energy: -2269.3951 Ha
Lowest unoccupied orbital energy: -0.067 eV
Net charge: 0
SMILES: O=C(c1cc(Cl)cc(Cl)c1)N1CCN(c2cc(C(F)(F)F)nc3ccccc23)CC1

Geometry (Å):
O 3.16885 1.60184 2.13771
C 2.94030 0.73733 1.31669
N 1.69000 0.30574 1.03692
C 1.32494 -0.65983 0.02959
H 2.21707 -1.08710 -0.42794
C 0.46207 0.04323 -1.03178
N -0.68945 0.70499 -0.45749
C -1.90583 0.06541 -0.39069
C -2.03796 -1.31066 -0.50683
C -3.30214 -1.88475 -0.34122
N -4.40045 -1.23345 -0.07846
C -4.33147 0.11289 -0.05709
C -5.53249 0.82411 0.13428
C -5.54749 2.18925 0.06414
C -4.37033 2.88893 -0.23260
C -3.18230 2.22472 -0.38639
C -3.11476 0.82372 -0.25501
H -2.29644 2.77439 -0.66414
H -4.40479 3.96152 -0.35142
H -6.46933 2.73333 0.20381
H -6.42773 0.24968 0.30919
C -3.39444 -3.38889 -0.41427
F -2.95979 -3.85202 -1.60464
F -2.60233 -3.97612 0.50918
F -4.61973 -3.86954 -0.23440
H -1.19495 -1.96158 -0.66948
C -0.30286 1.64664 0.57748
H -1.18506 2.06685 1.05579
C 0.54594 0.94440 1.64863
H 0.91530 1.66785 2.37727
H -0.05955 0.18659 2.15890
H 0.28313 2.45205 0.12208
H 0.13921 -0.65918 -1.79943
H 1.07039 0.81852 -1.51200
H 0.75205 -1.46290 0.50804
C 4.05085 0.06842 0.55347
C 4.37672 0.50894 -0.72322
C 5.45154 -0.06456 -1.38427
C 6.20575 -1.06597 -0.79314
C 5.87098 -1.48474 0.48566
C 4.80127 -0.92476 1.16742
H 4.55785 -1.25195 2.16561
Cl 6.80229 -2.72446 1.23534
H 7.04001 -1.50633 -1.31442
Cl 5.85531 0.47100 -2.97252
H 3.80985 1.29646 -1.19436

No. 4
Density functional theory data (ωB97M-V with the def2-TZVPD basis set) for C28H37KN4O4 as an isolated structure.

Results
Gap between HOMO and LUMO: 0.214 hartree
Total energy: -2209.2501 Ha
Lowest unoccupied orbital energy: 4.428 eV
Net charge: -2

Geometry (Å):
K -0.16822 -0.37587 0.49464
C -2.72515 -2.15290 1.16737
C -2.94826 -1.12268 2.11495
C -1.88378 -1.19930 3.06850
C -1.05904 -2.28154 2.66482
C -1.56079 -2.86253 1.49152
C -0.97801 -4.05927 0.76486
C -1.33204 -5.34404 1.53244
C -1.53627 -4.16774 -0.65778
C 0.55052 -3.95231 0.66478
C -1.58528 -0.46189 4.37912
C -1.86296 1.04779 4.35366
C -2.38682 -1.09632 5.53268
C -0.09412 -0.57897 4.74658
C -4.17309 -0.20806 2.00482
C -4.99568 -0.16356 3.30124
C -3.78825 1.21968 1.57722
C -5.14002 -0.71414 0.92039
H -3.32880 -2.33885 0.29224
H -0.12839 -2.56228 3.13706
H -2.41674 -5.44562 1.61560
H -0.92274 -5.30595 2.54453
H -0.93205 -6.23101 1.02502
H -2.62270 -4.28117 -0.64641
H -1.10853 -5.03714 -1.16794
H -1.27639 -3.27762 -1.23384
H 0.99940 -3.81434 1.65047
H 0.83323 -3.11473 0.02307
H 0.97277 -4.86324 0.22589
H -2.91427 1.28920 4.21708
H -1.28262 1.52601 3.55941
H -1.55004 1.49187 5.30405
H -3.46121 -1.02862 5.35806
H -2.15908 -0.60357 6.48667
H -2.13119 -2.15441 5.61845
H 0.53497 -0.16654 3.95500
H 0.19944 -1.61163 4.93575
H 0.10017 -0.01172 5.66272
H -4.45241 0.29528 4.12387
H -5.26568 -1.17898 3.60238
H -5.91686 0.41101 3.14988
H -3.11738 1.69482 2.28841
H -4.67943 1.85259 1.48106
H -3.28189 1.18849 0.61094
H -5.47898 -1.72982 1.13408
H -4.66861 -0.70765 -0.06262
H -6.01464 -0.05676 0.87937
O 3.33097 2.76230 2.22628
C 2.58773 1.94004 1.65679
O 1.46645 1.52617 2.04195
C 3.06347 1.43711 0.28524
C 4.34750 1.70106 -0.16852
C 4.72974 1.19954 -1.40328
C 3.82133 0.47308 -2.15650
C 2.54146 0.27352 -1.63731
N 2.19354 0.73317 -0.44013
C 1.53356 -0.60313 -2.43139
O 1.72415 -0.62034 -3.66124
O 0.67723 -1.21501 -1.75154
H 5.00624 2.28049 0.46324
H 5.73473 1.37540 -1.77445
H 4.05099 0.06636 -3.13029
N 0.75992 4.39384 1.48160
C 0.27624 3.83711 0.31317
C -0.65387 2.77427 0.37893
N -1.12256 2.18425 -0.69486
C -0.67386 2.63681 -1.87855
C 0.20238 3.69133 -1.94364
N 0.67860 4.31015 -0.85485
H 0.92903 3.66071 2.17031
H 1.61880 4.90050 1.31975
H -0.98398 2.41687 1.34891
H -1.02484 2.12941 -2.76751
H 0.55438 4.05813 -2.90139

No. 5
Density functional theory data (ωB97M-V with the def2-TZVPD basis set) for a 2-piece molecular cluster, C13H8Cl2N4O2S overall.

Results
Gap between HOMO and LUMO: 0.206 hartree
Total energy: -2188.1909 Ha
Lowest unoccupied orbital energy: -2.890 eV
Net charge: 0
SMILES: N#CC1=C(C#N)C(=O)C(Cl)=C(Cl)C1=O.C1CN2CCSC2=N1

Geometry (Å):
N -1.98534 -2.55666 2.72120
C -0.98131 -1.95439 2.74938
C 0.24525 -1.22317 2.77235
C 0.25207 0.14503 2.78452
C -0.96147 0.88689 2.80660
N -1.96150 1.49705 2.82144
C 1.51247 0.92754 2.82743
O 1.49276 2.15411 2.86786
C 2.77361 0.12895 2.80238
Cl 4.22985 1.01562 2.80110
C 2.76687 -1.23757 2.78168
Cl 4.21167 -2.14291 2.76426
C 1.49673 -2.02180 2.77128
O 1.46314 -3.24925 2.75484
C -1.54885 1.79161 -0.69022
C -1.90456 1.61569 -2.17308
N -0.93254 0.61627 -2.59260
C -0.89830 -0.17164 -3.81304
C 0.32187 -1.08901 -3.65579
S 0.75469 -1.18422 -1.88663
C -0.27907 0.14503 -1.48473
N -0.55744 0.73609 -0.35969
H -1.09273 2.77937 -0.50418
H -2.42012 1.69988 -0.02454
H -2.93685 1.26720 -2.30069
H -1.79424 2.55188 -2.72983
H -1.80406 -0.78929 -3.90921
H -0.81376 0.45743 -4.70388
H 0.14874 -2.10636 -4.02230
H 1.20239 -0.68936 -4.17589

No. 6
Density functional theory data (ωB97M-V with the def2-TZVPD basis set) for C29H29BN8O6S3Zr as an isolated structure.

Results
Gap between HOMO and LUMO: 0.254 hartree
Total energy: -3277.9926 Ha
Lowest unoccupied orbital energy: -7.016 eV
Net charge: +2

Geometry (Å):
Zr 0.15054 -0.23579 -0.12339
C 0.43186 2.44044 4.39152
C -0.04008 1.29923 3.54521
C -1.23338 1.37610 2.83213
C -1.74910 0.26802 2.16799
C -1.03752 -0.93762 2.16652
C 0.19635 -1.00547 2.83597
C 0.67702 0.09901 3.51499
H 1.51933 2.48463 4.43956
H 0.06490 2.29868 5.41096
H 0.04824 3.39458 4.03373
H -1.80754 2.29439 2.85846
H -2.75488 0.30532 1.77180
H -1.53004 -1.85260 1.86274
H 0.70824 -1.95642 2.91885
H 1.60104 0.02508 4.07710
C -2.41987 4.12127 0.17150
N -1.96577 3.82638 -1.17604
C -1.80303 4.74065 -2.18825
C -1.42417 4.04118 -3.28395
N -1.35104 2.70939 -2.95354
B -1.34932 1.61075 -4.06428
N -0.12458 0.62031 -4.02399
C -0.01979 -0.30825 -5.03138
C 1.08018 -1.06348 -4.81138
N 1.65805 -0.59151 -3.65924
C 2.81961 -1.14230 -2.99402
C 0.88503 0.42363 -3.18416
S 1.29775 1.31935 -1.74863
C -1.68600 2.60000 -1.66740
S -1.88418 1.17321 -0.71062
H -2.86811 5.11045 0.18417
H -1.58352 4.10124 0.87102
H -3.16270 3.38910 0.47807
H -1.97661 5.79295 -2.04758
H -1.21169 4.39068 -4.27836
H -1.27805 2.17673 -5.11234
H -2.34143 0.95004 -3.92648
H -0.72584 -0.32827 -5.84302
H 1.51310 -1.86312 -5.38689
H 3.39619 -1.72543 -3.70704
H 2.51622 -1.78959 -2.16740
H 3.44239 -0.34082 -2.60467
O 0.17790 -2.42724 0.06568
C -0.69730 -2.37378 -0.85911
O -0.58422 -1.39946 -1.67062
C -1.94973 -3.17623 -0.78611
C -3.09469 -2.39173 -0.64919
C -4.30847 -2.99288 -0.37754
C -4.43555 -4.36521 -0.31322
C -3.28751 -5.11840 -0.48182
C -2.04168 -4.55682 -0.68644
N -3.39315 -6.59932 -0.41283
O -2.35535 -7.21766 -0.51531
O -4.50176 -7.05722 -0.26734
N -5.46384 -2.11094 -0.11488
O -5.19559 -0.98781 0.28759
O -6.56399 -2.55352 -0.31996
H -3.06015 -1.31844 -0.75570
H -5.38855 -4.84494 -0.13349
H -1.18574 -5.21192 -0.77575
N 3.03199 -2.31716 0.66775
C 3.12189 -1.01085 0.93450
N 2.11458 -0.15503 0.81492
C 2.52236 1.14662 1.16622
C 1.72854 2.29191 1.13238
C 2.30420 3.50908 1.44857
C 3.64172 3.59504 1.82626
C 4.43711 2.46396 1.87667
C 3.86211 1.24965 1.53568
S 4.62447 -0.32199 1.46184
H 2.13044 -2.74530 0.52657
H 3.81174 -2.91778 0.88091
H 0.67749 2.23422 0.85696
H 1.71249 4.41353 1.39673
H 4.07056 4.55499 2.07765
H 5.47942 2.52374 2.15991